A 8-piece molecular cluster, C56H81F9N9O3S overall. Source: OMol25; level of theory: the ωB97M-V functional and the def2-TZVPD basis.

Geometry (Å):
S 2.371 1.038 -2.199
F 2.051 5.680 -3.279
F 1.085 2.697 -0.612
F 3.723 3.930 -2.603
F 3.250 2.379 -0.193
F 0.008 4.751 -4.440
F 0.602 5.228 -1.703
F 1.418 3.081 -4.380
F -0.325 3.137 -3.008
F 2.876 4.759 -0.782
O 3.361 1.283 -3.213
O -2.431 0.410 4.750
O 1.073 0.703 -2.721
N -5.497 3.394 -0.060
N -5.695 1.548 -5.011
N 2.046 6.180 3.601
N 1.644 -2.950 -1.780
N 4.412 -6.661 0.973
N -1.133 7.099 3.599
N 7.308 -0.794 -5.344
N -1.836 2.034 3.220
N -4.638 -5.379 4.419
C 1.971 -0.979 -0.197
C -3.502 4.350 -0.024
C 1.451 4.672 -2.596
C -3.912 -5.797 5.501
C 3.103 -2.799 -2.075
C -4.431 3.315 -5.421
C -5.246 3.814 -1.339
C 2.806 4.584 2.275
C -5.182 -0.404 -1.689
C 7.649 -1.545 -7.396
C 3.605 -1.359 -2.194
C 1.007 -1.884 -0.926
C -4.183 -7.518 4.079
C -0.983 1.451 0.974
C 5.110 -1.414 -1.961
C 3.116 4.247 3.624
C 6.479 -6.094 0.416
C 4.343 -6.118 -0.281
C 2.960 -0.358 -1.217
C 8.061 -1.931 -5.220
C -4.670 -1.824 0.405
C -4.014 4.410 -1.350
C -2.331 6.508 3.303
C 2.903 -1.742 0.813
C 8.287 -2.422 -6.477
C 5.711 -6.653 1.401
C -4.524 -0.460 -0.315
C 2.316 2.574 -1.160
C 7.056 -0.550 -6.667
C -4.441 3.720 0.748
C 5.911 -0.354 -2.033
C -1.813 -4.352 1.201
C 0.627 3.860 -3.634
C -0.659 1.502 2.473
C -3.773 0.509 2.808
C -3.612 -7.120 5.319
C -3.340 -2.554 0.376
C 2.633 5.252 4.417
C 2.357 -3.078 1.303
C 1.147 -2.964 2.252
C -0.270 0.339 0.198
C -3.247 -3.807 1.238
C -4.498 2.143 -4.718
C -2.701 8.375 4.499
C 2.145 5.782 2.294
C -4.810 -6.423 3.549
C -1.350 8.240 4.326
C -1.094 -4.061 2.504
C 1.172 0.058 0.643
C 5.610 -5.753 -0.655
C -3.323 7.275 3.850
C -5.637 3.434 -6.165
C 0.423 -4.317 2.408
C -6.397 2.329 -5.890
C 2.628 3.948 -1.845
C -2.647 0.960 3.691
H -6.011 0.673 -4.639
H 0.356 -1.314 -1.574
H 1.154 -2.962 -2.672
H 3.402 -6.041 -0.801
H 8.370 -2.289 -4.253
H 0.436 -2.224 1.909
H 1.448 -3.860 -1.370
H -5.914 4.238 -6.825
H -0.846 -0.570 0.384
H 1.620 7.030 3.919
H -3.674 -5.121 6.305
H -3.189 9.174 5.031
H 3.652 -3.338 -1.310
H -0.234 6.747 3.325
H 0.656 -4.967 1.566
H -3.459 -0.295 -0.470
H -4.632 -0.961 -2.443
H 3.139 -1.111 1.662
H 1.577 -2.713 3.215
H -4.303 1.366 2.407
H 3.857 -1.931 0.322
H 6.990 -0.227 -4.582
H -1.249 -3.010 2.740
H 7.545 -5.950 0.455
H 5.887 -5.300 -1.593
H 2.654 5.385 5.485
H 0.185 2.161 2.634
H 3.633 3.368 3.970
H -0.454 0.499 2.850
H -1.831 -5.430 1.060
H -2.373 5.596 2.732
H -1.468 2.501 4.040
H 3.141 -3.530 1.906
H -4.983 -1.614 1.424
H -4.451 3.481 1.798
H -2.045 1.251 0.899
H 1.760 0.953 0.806
H -4.991 -4.451 4.285
H -5.238 0.632 -2.012
H -1.290 -3.879 0.367
H 5.631 0.573 -2.511
H 0.770 -4.833 3.297
H -4.140 -8.496 3.631
H 5.977 -7.047 2.367
H -0.530 8.856 4.656
H -1.510 -4.651 3.315
H -5.466 -2.383 -0.078
H 3.477 -1.055 -3.231
H -6.181 -0.828 -1.638
H 5.543 -2.386 -1.766
H 1.083 -0.383 1.626
H -7.370 2.034 -6.241
H 3.633 -7.013 1.497
H -3.610 4.013 -5.405
H 0.347 -2.379 -0.225
H 1.738 6.381 1.497
H -4.379 7.073 3.791
H -4.429 -0.152 3.350
H -2.556 4.730 0.322
H -3.360 -0.008 1.942
H -0.365 0.548 -0.863
H 2.182 -3.795 0.504
H -2.574 -1.858 0.720
H 3.039 4.014 1.403
H -6.330 2.923 0.238
H -3.050 -7.737 6.000
H -3.917 -4.556 0.823
H -3.803 1.683 -4.036
H 3.312 -3.317 -3.002
H -4.881 0.359 0.299
H -3.143 -2.829 -0.660
H -5.362 -6.297 2.633
H -0.844 2.433 0.538
H 8.850 -3.309 -6.714
H 7.631 -1.634 -8.468
H 3.786 0.022 -0.626
H 6.879 -0.423 -1.564
H -3.535 4.844 -2.211
H -5.962 3.652 -2.127
H 6.479 0.306 -6.974
H -3.552 -3.601 2.259

Total charge: +1
M in g mol⁻¹: 1131.4

Mulliken atomic charge list, values in e, 5 entries:
1 S 1.550
2 F -0.293
3 F -0.075
4 F -0.253
5 F -0.347

***

An isolated molecule of C6H11N3OS. Source: OMol25; level of theory: the ωB97M-V functional and the def2-TZVPD basis.

Geometry (Å):
S 2.082 0.130 1.327
O -0.494 -1.641 1.551
N 0.830 0.009 -1.060
N 2.150 -1.746 -0.638
N 0.289 1.213 -0.944
C -1.046 -1.648 -0.778
C -0.813 -0.961 0.599
C -1.245 0.462 0.856
C -0.926 2.963 -0.028
C 1.650 -0.567 -0.295
C -0.566 1.513 -0.056
H 2.097 -1.994 -1.657
H 2.807 -2.329 -0.116
H -1.446 3.170 -1.000
H -0.138 -2.193 -0.981
H 2.795 -0.867 1.934
H 0.024 3.494 0.114
H -1.165 -0.945 -1.727
H -1.099 0.755 1.981
H -2.408 0.508 0.572
H -1.823 -2.388 -0.523
H -1.554 3.062 0.868

Energy above the lowest of the compared OMol25 structures with the same formula, charge and spin in kcal per mole: 61.9
Structure (SMILES): CC(=O)C/C(C)=N\N=C(\N)S
M in g mol⁻¹: 173.2

Mulliken atomic charge list, values in e, 5 entries:
1 S -0.251
2 O -0.604
3 N -0.403
4 N -0.297
5 N -0.516

***

An isolated molecule of Cl2H4Si2. Source: OMol25; level of theory: the ωB97M-V functional and the def2-TZVPD basis.

Geometry (Å):
Cl 1.955 1.692 -0.156
Cl 1.970 -1.632 -0.134
Si -1.103 0.050 -0.441
Si 0.976 0.032 0.531
H 0.870 -0.231 2.054
H -1.648 1.296 0.184
H -1.578 -1.358 -0.247
H -1.441 0.150 -1.790

Energy above the lowest of the compared OMol25 structures with the same formula, charge and spin in kcal per mole: 0.2
Structure (SMILES): [SiH3][SiH](Cl)Cl
M in g mol⁻¹: 131.1

Mulliken atomic charge list, values in e, 5 entries:
1 Cl -0.216
2 Cl -0.244
3 Si 0.311
4 Si 0.491
5 H -0.062

***

A 2-piece molecular cluster, C2H2ClN3 overall. Source: OMol25; level of theory: the ωB97M-V functional and the def2-TZVPD basis.

Geometry (Å):
Cl -0.850 1.711 -0.061
N -2.062 -1.631 -0.364
N 1.505 -0.134 0.142
N 1.583 0.251 -0.952
C -0.700 0.196 0.750
C -1.429 -0.833 0.178
H 2.447 0.203 -1.497
H -0.492 0.238 1.804

Energy above the lowest of the compared OMol25 structures with the same formula, charge and spin in kcal per mole: 80.0
M in g mol⁻¹: 103.5

Mulliken atomic charge list, values in e, 5 entries:
1 Cl -0.117
2 N -0.364
3 N -0.112
4 N -0.081
5 C -0.339

***

C28H59InO17S5 as an isolated structure. Source: OMol25; level of theory: the ωB97M-V functional and the def2-TZVPD basis.

Geometry (Å):
In 1.615 0.106 0.547
S 0.713 -3.022 6.818
S 5.388 2.075 0.594
S -1.137 2.169 4.444
S 1.327 -2.251 -5.762
S -0.875 -2.090 0.372
O 1.321 -3.760 7.918
O 0.975 -0.856 -6.000
O -0.391 1.356 5.347
O -2.385 2.805 4.928
O 2.656 -0.277 -1.196
O 4.060 2.072 1.190
O 2.512 -2.753 -6.399
O 6.510 1.539 1.345
O 1.212 1.962 1.226
O -0.380 -3.714 6.236
O -3.635 -1.788 -4.481
O -2.069 3.440 -1.867
O -1.480 -2.708 -0.793
O -5.087 -0.405 -3.440
O -0.303 -0.740 0.399
O -2.295 2.047 -3.630
O 2.392 -1.097 2.145
C -2.218 -2.103 1.550
C 5.231 1.405 -1.017
C 5.579 3.847 0.075
C -1.791 -3.155 2.549
C 2.014 -2.473 5.682
C 0.277 -1.242 7.220
C -0.724 2.901 -1.688
C 5.939 3.726 -1.377
C 0.300 -3.632 -3.769
C 4.934 2.663 -1.964
C -1.594 2.210 1.894
C -2.652 3.006 -3.043
C 2.684 -1.403 6.578
C -3.872 3.912 -3.272
C 1.568 -0.449 7.162
C -1.530 1.177 2.999
C -4.176 0.254 -5.523
C -0.164 3.465 3.603
C -5.233 -1.344 -2.360
C -0.257 -3.074 2.635
C 0.383 3.334 -2.600
C -4.268 -0.745 -4.445
C -0.924 3.544 2.286
C -0.882 -3.396 -4.809
C 1.364 -2.502 -3.959
C 0.276 -3.182 1.217
C -0.145 -3.182 -6.149
C -6.359 -2.326 -2.743
H 7.013 3.360 -1.507
H 3.149 -1.406 1.640
H -4.401 3.767 -4.174
H -4.364 1.290 -5.201
H 3.410 -0.906 5.886
H 0.306 2.885 -3.679
H -0.133 3.742 1.566
H -3.111 -2.413 1.078
H 2.362 -2.847 -3.768
H -0.852 1.827 -1.776
H 2.023 2.466 1.242
H -6.465 -3.135 -2.000
H 1.333 2.959 -2.234
H 4.414 0.719 -1.024
H -3.669 4.969 -3.203
H 0.207 -2.198 3.116
H 2.617 -3.397 5.473
H -1.424 -2.463 -4.693
H -2.209 -2.811 3.518
H -0.110 -3.709 -2.828
H 6.123 0.832 -1.308
H -0.300 -1.164 8.172
H 0.099 -3.891 3.350
H 3.201 -1.904 7.383
H 3.927 2.910 -1.679
H -0.257 -0.984 6.265
H -0.421 3.182 -0.675
H 5.898 4.766 -1.774
H -1.593 -4.260 -4.889
H -4.262 -1.735 -2.258
H 0.174 -4.105 -6.553
H 2.380 0.046 -2.105
H -3.150 0.076 -5.865
H 4.635 4.371 0.215
H 1.872 -0.057 8.136
H -0.328 4.375 4.249
H 5.117 2.455 -3.000
H -2.425 0.612 3.182
H -2.590 2.401 1.487
H -1.682 4.330 2.324
H 0.892 3.034 3.661
H -1.032 1.863 1.032
H -7.298 -1.791 -2.896
H 0.407 4.431 -2.677
H 1.604 -2.139 4.764
H -2.194 -1.120 1.977
H 6.454 4.195 0.594
H -4.875 0.104 -6.362
H 0.985 -1.634 -3.397
H -0.755 0.519 2.757
H -6.169 -2.737 -3.705
H -5.452 -0.711 -1.503
H 0.737 -4.619 -4.044
H -4.527 3.633 -2.404
H -2.121 -4.168 2.298
H 1.460 0.350 6.374
H -0.545 -2.676 -7.004
H 1.245 -2.707 1.038
H 0.268 -4.129 0.737

M in g mol⁻¹: 942.9

Mulliken atomic charge list, values in e, 5 entries:
1 In 1.512
2 S 1.040
3 S 0.888
4 S 0.954
5 S 1.189

***

A 6-piece molecular cluster, C2H16O5S overall. Source: OMol25; level of theory: the ωB97M-V functional and the def2-TZVPD basis.

Geometry (Å):
S -1.509 1.738 2.640
O 0.403 -2.937 -0.791
O -0.655 -2.738 -3.972
O 1.302 -0.138 -1.262
O -0.982 2.335 -1.084
O -0.280 0.608 -3.781
C 0.666 0.480 4.415
C 0.026 0.739 2.956
H -0.846 -2.556 -3.019
H -0.022 -2.583 -0.018
H 0.632 1.212 2.214
H 1.594 1.066 4.453
H -0.093 0.874 5.234
H 0.111 0.301 -4.620
H -1.032 -1.872 -4.285
H 0.296 0.298 -3.098
H -0.867 3.000 -1.799
H -0.532 1.699 -1.701
H 0.780 -0.571 4.484
H -2.200 1.482 3.843
H -0.225 -0.289 2.423
H 1.395 -2.620 -0.653
H 0.385 -0.252 -1.281
H 1.649 0.723 -1.298

Energy above the lowest of the compared OMol25 structures with the same formula, charge and spin in kcal per mole: 54.7
Structure (SMILES): CCS.O.O.O.O.O
M in g mol⁻¹: 152.2

Mulliken atomic charge list, values in e, 5 entries:
1 S -0.207
2 O -0.652
3 O -0.634
4 O -0.639
5 O -0.567

***

no.,total energy (Eh),largest force on an atom (hartree/bohr)
1,-4197.5827,0.053
2,-872.8260,0.077
3,-1501.8152,0.040
4,-701.7372,0.027
5,-4562.3237,0.066
6,-860.1037,0.077